Entry 1:
This record from the OMol25 dataset describes a gas-phase ion, C5H10N (charge +1). The level of theory is ωB97M-V/def2-TZVPD.

Results
LUMO ... -3.17 eV
Total charge ... +1
DFT total energy ... -250.9097 Ha
Orbital gap ... 12.3 eV

```
16
Properties=species:S:1:pos:R:3:mulliken_charge:R:1
C -0.28 1.06 1.76 -1.08
C -0.12 0.11 0.33 0.25
C -0.94 -1.00 -0.39 -0.56
C -0.26 -0.58 -1.66 -0.77
C 0.56 0.52 -0.98 0.06
N 1.35 -0.23 -0.05 -0.25
H -1.19 1.65 1.70 0.34
H 0.56 1.69 1.85 0.42
H -0.35 0.30 2.56 0.33
H -2.00 -0.79 -0.44 0.30
H -0.65 -2.01 -0.10 0.30
H 0.35 -1.42 -2.05 0.32
H -0.75 -0.20 -2.64 0.33
H 0.83 1.60 -1.10 0.40
H 1.52 -1.20 -0.25 0.28
H 1.81 0.43 0.64 0.35
```

=====

Entry 2:
This record from the OMol25 dataset describes 2 unconnected molecules or ions with the total composition C3H9N. The level of theory is ωB97M-V/def2-TZVPD.

Results
LUMO ... 1.07 eV
DFT total energy ... -174.3960 Ha
Orbital gap ... 9.3 eV

```
13
Properties=species:S:1:pos:R:3:mulliken_charge:R:1
C -1.41 1.60 -1.47 -0.77
C -1.82 0.74 -0.52 0.18
N -2.20 -0.58 -0.64 -0.38
H -1.41 1.50 -2.52 0.27
H -1.16 2.61 -1.14 0.21
H -1.39 1.05 0.57 0.16
H -2.31 -0.94 -1.53 0.16
H -2.62 -1.00 0.08 0.17
C 2.81 -0.98 1.42 -1.03
H 3.68 -1.62 1.35 0.28
H 2.24 -1.14 0.57 0.25
H 3.22 0.03 1.49 0.24
H 2.37 -1.26 2.34 0.25
```

=====

Entry 3:
This record from the OMol25 dataset describes a molecular structure, C16H47AuGeISi5. The level of theory is ωB97M-V/def2-TZVPD.

Results
⟨S²⟩ ... 0.7597
LUMO (spin up / spin down) ... -1.31 / -2.41 eV
DFT total energy ... -4595.5818 Ha
Orbital gap (spin up / spin down) ... 6.2 / 5.0 eV
Multiplicity ... 2

```
71
Properties=species:S:1:pos:R:3:mulliken_spin:R:1
Au 0.00 0.00 0.00 0.14
C -0.90 -3.86 -1.75 0.00
Si -1.30 -3.60 0.06 0.00
C -2.66 -4.78 0.56 0.00
C 0.24 -3.97 1.04 0.02
Ge -1.97 -1.40 0.42 0.04
Si -3.60 -0.71 -1.09 0.00
C -4.16 1.02 -0.69 0.00
C -5.08 -1.85 -1.02 0.00
C -2.91 -0.70 -2.82 0.01
Si -2.59 -1.02 2.63 -0.01
C -2.76 0.81 2.94 0.00
C -4.21 -1.86 3.00 0.00
C -1.28 -1.67 3.79 0.01
H -0.54 -4.90 -1.89 0.00
H -0.11 -3.15 -2.06 0.00
H -1.81 -3.71 -2.36 0.00
H -2.32 -5.82 0.37 0.00
H -3.57 -4.58 -0.04 0.00
H -2.88 -4.66 1.63 0.00
H 0.56 -5.01 0.84 0.00
H 0.04 -3.86 2.12 0.01
H 1.05 -3.27 0.74 -0.01
H -4.63 1.04 0.31 0.00
H -4.90 1.35 -1.45 0.00
H -3.28 1.71 -0.71 0.00
H -5.50 -1.85 0.01 0.00
H -4.76 -2.88 -1.29 0.00
H -5.85 -1.50 -1.74 0.00
H -2.04 -0.02 -2.87 0.00
H -3.69 -0.35 -3.52 0.00
H -2.60 -1.72 -3.12 0.00
H -3.55 1.24 2.30 0.00
H -1.80 1.32 2.72 0.00
H -3.03 0.98 4.00 0.00
H -5.00 -1.46 2.34 0.00
H -4.49 -1.68 4.06 0.00
H -4.11 -2.96 2.84 0.00
H -0.31 -1.19 3.56 0.00
H -1.20 -2.77 3.68 0.00
H -1.58 -1.44 4.83 0.00
I 1.34 -1.34 1.82 0.51
C -0.26 1.61 -2.77 0.04
Si 1.43 1.10 -2.17 0.02
C 1.74 -0.67 -2.73 0.04
C 2.73 2.20 -2.97 0.01
C 1.62 1.15 -0.34 0.07
Si 1.03 2.53 0.72 -0.01
C -0.69 3.12 0.31 0.02
C 2.23 3.97 0.60 0.00
C 1.02 1.91 2.51 0.01
H -0.38 1.35 -3.83 0.00
H -0.42 2.68 -2.68 0.00
H -1.05 1.09 -2.22 -0.02
H 1.68 -0.74 -3.82 0.00
H 1.00 -1.35 -2.30 -0.03
H 2.74 -1.01 -2.43 0.00
H 2.69 2.11 -4.06 0.00
H 3.73 1.92 -2.64 0.00
H 2.56 3.25 -2.71 0.00
H 2.51 0.62 0.04 0.02
H -0.71 3.70 -0.62 0.00
H -1.07 3.77 1.11 0.00
H -1.39 2.28 0.21 -0.01
H 2.23 4.39 -0.41 0.00
H 3.24 3.65 0.85 0.00
H 1.94 4.76 1.30 0.00
H 0.33 1.08 2.62 0.00
H 0.72 2.72 3.18 0.00
H 2.02 1.58 2.80 0.00
H 0.50 -1.04 -1.13 0.12
```

=====

Entry 4:
This record from the OMol25 dataset describes a molecular structure, C38H44CaGe2N5O4. The level of theory is ωB97M-V/def2-TZVPD.

Results
LUMO (spin up / spin down) ... 1.92 / 1.85 eV
Total charge ... -1
DFT total energy ... -6880.2678 Ha
Orbital gap (spin up / spin down) ... 4.5 / 4.3 eV

```
94
Properties=species:S:1:pos:R:3:mulliken_charge:R:1
Ca 0.00 0.00 0.00 0.08
C -2.72 6.72 -4.10 -0.71
O -2.35 6.25 -5.39 -0.45
C -1.23 5.47 -5.45 0.64
C -1.07 4.77 -6.65 -0.53
C 0.03 3.93 -6.83 -0.28
C 0.99 3.78 -5.83 0.30
C 0.84 4.51 -4.65 -0.41
C -0.27 5.34 -4.45 -0.40
N 2.12 2.98 -6.08 -0.53
N 2.23 1.82 -5.61 -0.46
C 1.41 1.40 -4.53 0.19
C 0.15 0.89 -4.82 -0.10
C -0.67 0.44 -3.81 -0.60
C -0.31 0.41 -2.44 0.96
O -1.28 -0.05 -1.68 -0.97
C 1.13 0.92 -2.08 1.36
N 1.87 1.02 -0.83 -0.76
C 3.12 1.48 -0.71 -0.52
C 3.85 1.92 -1.77 -0.90
C 3.23 1.86 -3.00 -0.82
C 1.90 1.39 -3.19 -0.02
H -3.70 7.21 -4.19 0.24
H -2.01 7.47 -3.75 0.31
H -2.82 5.90 -3.39 0.26
H -1.81 4.86 -7.44 0.41
H 0.15 3.39 -7.77 0.42
H 1.59 4.43 -3.86 0.37
H -0.35 5.87 -3.51 0.33
H -0.20 0.86 -5.85 0.41
H -1.66 0.07 -4.09 0.46
H 3.51 1.48 0.30 0.46
H 4.86 2.28 -1.65 0.43
H 3.81 2.21 -3.85 0.41
O 1.79 -1.25 -0.17 -0.22
N 1.88 -2.47 -0.38 -0.89
N 0.68 -3.05 -0.51 0.84
O -0.42 -2.19 -0.40 -0.60
C 0.49 -4.45 -0.76 -0.05
C -0.79 -5.02 -0.90 -0.12
C -0.96 -6.38 -1.14 -0.57
C 0.15 -7.22 -1.26 -0.34
C 1.43 -6.69 -1.13 -0.51
C 1.59 -5.32 -0.88 -0.28
H -1.66 -4.38 -0.81 0.33
H -1.97 -6.78 -1.24 0.36
H 0.01 -8.28 -1.45 0.35
H 2.30 -7.33 -1.22 0.36
H 2.60 -4.92 -0.79 0.39
C 0.91 -0.04 5.35 -1.05
C 1.25 -0.15 3.87 -0.43
Ge -0.27 -0.78 2.80 0.37
C -0.76 -2.66 3.06 -0.39
C -1.41 -2.90 4.42 -1.10
C -1.85 0.40 3.09 -1.67
C -2.63 1.28 2.34 1.21
Ge -2.36 1.74 0.39 0.91
C -1.79 3.57 0.01 -0.58
C -0.66 3.97 0.94 -1.15
C -3.76 1.10 -0.82 -0.10
C -5.08 1.81 -0.60 -1.25
C -3.80 1.97 3.04 0.45
C -4.33 1.53 4.29 -0.53
C -5.40 2.19 4.90 -0.79
C -5.99 3.30 4.30 -0.38
C -5.50 3.75 3.08 -1.11
C -4.43 3.10 2.46 0.16
H 1.79 0.36 5.90 0.38
H 0.67 -1.04 5.77 0.21
H 0.06 0.64 5.50 0.22
H 2.11 -0.83 3.72 0.38
H 1.53 0.86 3.50 0.24
H 0.14 -3.29 2.94 0.39
H -1.50 -2.92 2.27 0.19
H -0.70 -2.69 5.24 0.21
H -1.71 -3.97 4.49 0.40
H -2.31 -2.27 4.54 0.20
H -2.09 0.27 4.13 0.05
H -2.64 4.28 0.12 0.60
H -1.44 3.62 -1.04 0.39
H -1.01 3.94 2.00 0.25
H -0.33 5.01 0.70 0.38
H 0.20 3.29 0.82 0.18
H -3.89 0.01 -0.67 0.33
H -3.42 1.28 -1.86 0.25
H -5.46 1.61 0.43 0.30
H -5.83 1.43 -1.32 0.42
H -4.96 2.91 -0.75 0.27
H -3.96 0.68 4.82 0.42
H -5.78 1.83 5.85 0.38
H -6.82 3.80 4.78 0.37
H -5.96 4.61 2.60 0.37
H -4.11 3.51 1.52 0.24
H 0.31 2.05 0.37 -0.22
```

=====

Entry 5:
This record from the OMol25 dataset describes a single C4H5NO2 molecule. The level of theory is ωB97M-V/def2-TZVPD.

Results
LUMO (spin up / spin down) ... -1.06 / -1.07 eV
DFT total energy ... -360.4943 Ha
Orbital gap (spin up / spin down) ... 7.1 / 7.1 eV

```
12
Properties=species:S:1:pos:R:3:mulliken_charge:R:1
O -1.80 0.58 1.77 -0.44
C -0.60 0.72 1.83 -0.08
C 0.27 0.59 0.63 0.50
O 1.54 0.87 0.72 -0.40
N -0.13 0.15 -0.52 0.07
C 0.81 -0.41 -1.44 -0.73
C -0.55 -1.06 -1.19 -0.17
H -0.06 0.95 2.77 0.35
H 1.90 0.30 -0.08 0.33
H 0.85 0.16 -2.38 0.16
H -1.39 -0.91 -1.86 0.22
H -0.61 -1.96 -0.58 0.20
```

=====

Entry 6:
This record from the OMol25 dataset describes 2 unconnected molecules or ions with the total composition C11H17N2. The level of theory is ωB97M-V/def2-TZVPD.

Results
LUMO ... -3.46 eV
Total charge ... +1
DFT total energy ... -538.6127 Ha
Orbital gap ... 7.4 eV

```
30
Properties=species:S:1:pos:R:3:mulliken_charge:R:1
C 2.07 0.68 2.37 -1.36
C -0.58 -1.08 0.49 -0.05
C -0.02 0.12 1.03 0.96
C 1.23 -0.28 1.66 0.53
C 1.36 -1.62 1.47 -0.83
C -1.86 -1.20 -0.04 -0.75
C -2.67 -0.06 0.04 -0.77
C -0.86 1.24 1.06 -0.34
C -2.16 1.11 0.60 -0.49
N 0.23 -2.12 0.86 -0.04
H 0.10 -3.07 0.56 0.20
H -2.36 -2.10 -0.39 0.38
H 2.14 -2.25 1.86 0.44
H -3.66 0.04 -0.40 0.42
H -0.49 2.15 1.52 0.41
H 2.43 1.51 1.71 0.27
H 3.01 0.31 2.75 0.39
H -2.74 2.01 0.77 0.38
H 1.51 1.20 3.15 0.31
C 0.65 0.21 -2.40 0.27
C -0.57 1.04 -2.68 -1.29
N 1.90 1.05 -2.71 -0.26
H 0.64 -0.19 -1.38 -0.19
H 0.64 -0.59 -3.14 0.27
H -0.91 1.20 -3.71 0.42
H -0.52 2.01 -2.17 0.47
H 1.55 1.98 -2.95 0.37
H 2.43 1.19 -1.84 0.34
H 2.53 0.65 -3.40 0.36
H -1.44 0.52 -2.25 0.19
```

=====

Entry 7:
This record from the OMol25 dataset describes a molecular structure, C20H21F6N5O5S8SbZr. The level of theory is ωB97M-V/def2-TZVPD.

Results
LUMO ... 0.38 eV
Total charge ... -1
DFT total energy ... -5496.8521 Ha
Orbital gap ... 5.3 eV

```
67
Properties=species:S:1:pos:R:3:mulliken_charge:R:1
Zr 1.20 0.09 1.90 0.35
N 0.45 -0.17 4.22 -0.42
C -0.68 0.63 4.74 -0.68
C -1.66 0.90 3.62 -0.49
N -0.93 1.34 2.42 -0.39
H 0.29 -1.16 4.32 0.30
H 1.31 0.02 4.72 0.31
H -0.27 1.57 5.11 0.29
H -1.18 0.13 5.57 0.44
H -2.39 1.65 3.94 0.47
H -2.21 -0.01 3.37 0.21
H -0.47 2.24 2.61 0.28
H -1.57 1.51 1.66 0.21
S 4.52 -2.51 -0.38 -0.63
Sb 4.22 -1.42 1.56 0.95
S 3.74 0.91 0.70 -0.25
S 2.14 -2.18 2.52 -0.51
S 5.82 -1.30 3.12 -0.62
N -5.07 -3.44 -0.10 -0.34
C -4.52 -3.57 1.12 0.10
S -5.21 -4.43 2.33 -0.36
C -3.22 -2.81 1.28 0.92
C -2.29 -3.20 2.23 -0.97
C -1.11 -2.48 2.35 -0.57
N -0.83 -1.41 1.61 0.75
C -1.72 -1.05 0.68 -0.52
C -2.91 -1.72 0.48 -1.30
H -5.91 -3.97 -0.29 0.23
H -4.53 -3.13 -0.89 0.20
H -2.48 -4.06 2.86 0.42
H -0.34 -2.80 3.05 0.33
H -1.44 -0.21 0.06 0.58
H -3.59 -1.34 -0.28 0.39
C -2.47 -1.52 -8.73 -1.04
C -1.91 -1.35 -7.34 0.71
O -2.58 -1.49 -6.35 -0.54
S -0.17 -0.93 -7.34 -0.24
C 0.17 -0.76 -5.62 0.04
C 0.37 -1.89 -4.83 -0.32
C 0.60 -1.75 -3.47 -0.54
C 0.65 -0.48 -2.89 0.24
C 0.49 0.65 -3.69 -0.62
C 0.24 0.51 -5.05 -0.39
C 0.82 -0.35 -1.47 0.32
C 0.96 -0.23 -0.27 -0.40
H -3.06 -2.44 -8.76 0.30
H -1.69 -1.56 -9.50 0.36
H -3.13 -0.68 -8.93 0.27
H 0.34 -2.87 -5.28 0.41
H 0.77 -2.62 -2.85 0.56
H 0.56 1.63 -3.24 0.54
H 0.11 1.38 -5.67 0.42
F 1.01 3.21 4.10 -0.26
C 2.35 2.96 4.09 0.40
F 2.55 2.16 5.15 -0.24
F 2.97 4.09 4.36 -0.24
S 2.94 2.08 2.36 1.13
O 1.49 2.12 1.77 -0.18
O 2.90 0.76 3.18 -0.56
N 3.89 3.36 2.01 -0.53
S 3.31 4.74 1.45 1.01
O 4.37 5.71 1.45 -0.67
O 2.00 5.09 1.93 -0.61
C 3.05 4.49 -0.35 0.67
F 2.57 5.63 -0.86 -0.25
F 2.18 3.52 -0.61 -0.18
F 4.19 4.21 -0.96 -0.23
```

=====

Entry 8:
This record from the OMol25 dataset describes a molecular structure, C13H20N9RhS4. The level of theory is ωB97M-V/def2-TZVPD.

Results
LUMO ... -6.44 eV
Total charge ... +2
DFT total energy ... -2703.0221 Ha
Orbital gap ... 7.3 eV

```
47
Properties=species:S:1:pos:R:3:mulliken_charge:R:1
Rh -0.16 -0.19 -0.08 -0.03
C 2.36 1.09 -4.57 -0.89
S 2.97 -0.32 -3.60 0.04
C 2.00 -0.20 -2.16 0.49
S 0.29 0.14 -2.31 -0.19
N 2.61 -0.47 -1.05 -1.41
N 1.77 -0.46 0.05 0.91
C 2.24 -0.79 1.19 -0.40
C 1.30 -0.83 2.32 0.91
C 1.70 -1.11 3.61 -0.91
C 0.76 -1.08 4.63 -0.40
C -0.55 -0.75 4.32 -0.92
C -0.88 -0.48 3.00 -0.07
N 0.01 -0.54 2.02 0.29
H 2.79 0.96 -5.57 0.35
H 2.72 2.02 -4.14 0.32
H 1.28 1.09 -4.64 0.32
H 3.29 -1.04 1.28 0.47
H 2.75 -1.32 3.81 0.55
H 1.04 -1.29 5.65 0.46
H -1.31 -0.70 5.09 0.45
H -1.89 -0.20 2.73 0.38
N -2.29 0.21 -0.25 -0.37
N -2.67 1.54 0.01 -0.46
C -1.71 2.47 0.17 0.88
N -2.09 3.74 0.19 -0.40
S -0.08 2.06 0.39 -0.31
H -2.57 -0.03 -1.19 0.34
H -2.79 -0.42 0.39 0.40
H -3.62 1.80 -0.17 0.25
H -3.05 4.03 0.09 0.21
H -1.40 4.46 0.38 0.22
C 2.83 -4.63 1.34 -1.15
C 1.61 -5.28 0.71 -0.32
C 0.63 -4.28 0.19 0.17
N 0.82 -3.01 0.18 -0.24
N -0.23 -2.30 -0.36 0.43
C -1.19 -3.09 -0.79 0.05
N -2.31 -2.65 -1.44 -0.45
S -0.91 -4.75 -0.48 -0.16
H 3.55 -5.40 1.62 0.41
H 2.56 -4.07 2.23 0.22
H 3.32 -3.96 0.63 0.29
H 1.10 -5.94 1.42 0.37
H 1.91 -5.92 -0.13 0.37
H -2.14 -1.85 -2.02 0.21
H -2.88 -3.35 -1.89 0.31
```

=====

Entry 9:
This record from the OMol25 dataset describes 2 unconnected molecules or ions with the total composition C4H4Cl2. The level of theory is ωB97M-V/def2-TZVPD.

Results
LUMO ... 0.79 eV
DFT total energy ... -1075.0767 Ha
Orbital gap ... 10.4 eV

```
10
Properties=species:S:1:pos:R:3:mulliken_charge:R:1
C -0.01 0.61 -1.05 -0.92
C 0.38 -0.55 -1.61 0.55
Cl 1.99 -1.18 -1.45 -0.17
Cl -0.69 -1.57 -2.55 -0.18
H 0.81 1.17 -0.65 0.35
H -0.92 0.98 -1.35 0.35
C -0.83 0.53 2.29 -0.21
C 0.08 -0.21 1.96 -0.44
H -1.78 1.07 2.51 0.34
H 0.98 -0.86 1.91 0.33
```

=====

Entry 10:
This record from the OMol25 dataset describes a molecular structure, C44H58FN11O4W. The level of theory is ωB97M-V/def2-TZVPD.

Results
⟨S²⟩ ... 2.0159
LUMO (spin up / spin down) ... -9.88 / -9.63 eV
Total charge ... +4
DFT total energy ... -2780.5174 Ha
Orbital gap (spin up / spin down) ... 6.2 / 6.6 eV
Multiplicity ... 3

```
119
Properties=species:S:1:pos:R:3:mulliken_spin:R:1
W 1.47 0.63 -0.35 1.65
F -4.80 -1.86 1.93 0.00
C -4.36 -0.60 1.79 0.00
C -3.12 -0.41 1.29 0.00
C -2.64 0.89 1.06 -0.01
C -1.34 1.15 0.55 0.01
O -0.47 0.21 0.29 -0.02
C -0.97 2.48 0.36 0.03
C -1.82 3.51 0.66 0.01
N -3.05 3.28 1.12 0.01
C -3.93 4.43 1.38 0.00
C -3.95 5.57 0.42 0.00
C -5.12 4.64 0.49 0.00
C -3.49 1.98 1.35 0.00
C -4.76 1.75 1.88 0.00
C -5.24 0.47 2.13 0.00
N -6.50 0.28 2.66 0.00
C -7.64 1.08 2.22 0.00
C -8.51 1.49 3.39 0.00
N -8.99 0.24 4.09 0.00
C -7.82 -0.61 4.52 0.00
C -6.94 -0.95 3.32 0.00
C 0.40 2.52 -0.21 0.03
O 0.57 2.27 -1.44 0.09
O 1.41 2.43 0.60 0.01
H -2.52 -1.27 1.01 0.00
H -1.55 4.55 0.52 0.00
H -4.01 4.65 2.44 0.00
H -3.34 5.54 -0.47 0.00
H -4.06 6.56 0.84 0.00
H -5.25 3.95 -0.34 0.00
H -6.04 4.98 0.94 0.00
H -5.39 2.60 2.11 0.00
H -8.24 0.50 1.51 0.00
H -7.32 1.98 1.69 0.00
H -9.38 2.06 3.07 0.00
H -7.95 2.06 4.12 0.00
H -9.58 -0.30 3.46 0.00
H -9.56 0.48 4.90 0.00
H -8.20 -1.52 4.99 0.00
H -7.26 -0.04 5.26 0.00
H -7.49 -1.60 2.62 0.00
H -6.10 -1.52 3.70 0.00
C 2.72 1.39 -3.68 0.02
N 3.31 2.42 -2.82 0.00
C 2.93 3.81 -3.16 0.00
C 3.82 2.12 -1.62 0.03
N 3.43 0.98 -0.95 -0.12
C 4.42 0.20 -0.30 -0.01
C 5.76 0.17 -0.68 -0.01
C 6.69 -0.50 0.09 0.01
C 6.29 -1.10 1.27 -0.01
C 4.95 -1.14 1.62 0.01
C 3.99 -0.55 0.79 0.04
N 2.58 -0.57 1.01 0.06
C 2.08 -1.43 1.93 -0.02
N 2.47 -2.70 2.01 0.00
C 2.50 -3.44 3.28 0.00
C 3.16 -3.39 0.91 0.00
N 1.14 -0.99 2.78 -0.01
C 0.06 -1.84 3.28 0.00
C 1.10 0.39 3.26 0.01
N 4.71 2.93 -1.07 0.00
C 5.65 3.75 -1.84 0.00
C 4.90 2.99 0.39 0.00
H 3.01 1.59 -4.71 0.00
H 1.63 1.40 -3.62 0.01
H 3.10 0.42 -3.40 -0.01
H 2.60 3.82 -4.19 0.00
H 3.76 4.51 -3.06 0.00
H 2.11 4.13 -2.53 0.00
H 6.07 0.68 -1.59 0.00
H 7.73 -0.51 -0.21 0.00
H 7.02 -1.56 1.93 0.00
H 4.65 -1.61 2.54 0.00
H 2.45 -2.75 4.12 0.00
H 3.44 -3.98 3.34 0.00
H 1.69 -4.16 3.36 0.00
H 3.03 -2.85 -0.02 0.00
H 2.73 -4.39 0.81 0.00
H 4.22 -3.49 1.12 0.00
H 0.00 -2.76 2.70 0.00
H -0.88 -1.30 3.17 0.00
H 0.19 -2.09 4.34 0.00
H 1.03 0.38 4.35 0.00
H 0.22 0.91 2.87 0.00
H 1.99 0.91 2.97 0.00
H 5.65 3.44 -2.88 0.00
H 6.64 3.60 -1.43 0.00
H 5.41 4.81 -1.77 0.00
H 4.02 2.60 0.90 0.00
H 5.03 4.04 0.67 0.00
H 5.78 2.44 0.70 0.00
C 0.75 -4.94 -4.07 0.00
N 0.62 -4.00 -2.95 0.01
N 1.19 -2.75 -2.96 0.02
C 0.89 -2.15 -1.80 -0.01
O 1.28 -0.94 -1.55 0.14
C 0.13 -3.03 -1.03 0.02
C -0.01 -4.18 -1.78 0.00
C -0.69 -5.47 -1.45 0.00
C 1.84 -2.23 -4.13 -0.01
C 1.08 -1.64 -5.13 0.00
C 1.71 -1.20 -6.28 0.00
C 3.09 -1.35 -6.43 0.00
C 3.84 -1.95 -5.42 0.00
C 3.21 -2.40 -4.26 0.00
H 1.63 -4.69 -4.65 0.00
H -0.13 -4.89 -4.71 0.00
H 0.86 -5.94 -3.68 0.00
H -0.28 -2.82 -0.05 0.01
H -1.21 -5.39 -0.50 0.00
H 0.04 -6.28 -1.38 0.00
H -1.42 -5.75 -2.22 0.00
H 0.01 -1.54 -5.01 0.00
H 1.13 -0.75 -7.07 0.00
H 3.57 -1.02 -7.34 0.00
H 4.90 -2.09 -5.55 0.00
H 3.78 -2.89 -3.48 0.00
```